# 1
Entry from OMol25: a 14-piece molecular cluster, C5H38N2O14 overall in a non-equilibrium geometry (the ωB97M-V functional and the def2-TZVPD basis).

## Properties
Multiplicity   2
Energy relative to the best compared isomer or geometry (same formula, charge and spin)   0.0 kJ/mol
Charge   +1
DFT total energy   -1375.874962 Eh
Orbital gap (alpha / beta)   9.45 / 5.88 eV

Structure (XYZ):
```
59
C5H38N2O14 (the ωB97M-V functional and the def2-TZVPD basis)
O 1.0060 3.9439 -1.4716
O -3.2485 0.7172 2.8658
O -0.5900 -2.9087 -0.3382
O 1.8237 2.7684 0.8659
O 0.8838 -2.5810 3.5721
O 0.6243 2.0802 3.1841
O -0.6340 -0.3600 -4.3646
O 1.9496 -2.7891 -1.5384
O 1.8256 -0.4866 -3.2813
O -3.0593 -2.0477 0.1544
O 3.5191 1.9844 -0.9552
O -1.6090 3.1645 -2.0121
O -0.7574 -0.1708 3.1636
O -1.5545 -3.1613 2.3727
N -1.4722 -0.4205 -2.0128
N 2.4689 -1.4983 1.0088
C 1.5534 -0.5108 1.0025
C -0.9701 0.8533 -1.4736
C -0.5073 0.5293 -0.0006
C 0.6483 -0.3927 -0.0415
C -2.0542 1.9299 -1.4337
H -2.0481 2.2480 -0.3861
H 0.8142 2.8203 3.7688
H 2.0986 -2.1153 -2.2223
H -0.8450 -1.2012 -1.9144
H -0.2536 1.4368 0.5529
H 1.2041 2.7644 0.1120
H 1.2199 4.4024 -0.6551
H -0.5336 -3.8131 -0.0050
H 0.8673 -0.4688 -3.5506
H 1.5946 -2.6342 2.9320
H -3.0731 1.6366 -1.6754
H -1.7210 3.1155 -2.9700
H -2.8420 -1.5978 0.9801
H -0.7218 -2.8489 2.7887
H -2.7323 1.5178 2.7484
H 1.4191 0.1494 1.8486
H 3.4360 -1.2115 1.1219
H -0.0361 1.1000 -1.9762
H 3.6375 1.0526 -1.1559
H 0.0862 4.0823 -1.7462
H -1.3169 0.0802 3.9089
H 0.7492 -0.9181 -0.9714
H -1.0363 -1.0867 -4.8576
H 2.5882 2.4075 0.3354
H 2.2632 -0.1425 -4.0607
H -0.6473 -2.3926 0.4726
H -0.1753 0.6279 3.1215
H -1.3464 0.1141 0.5660
H -2.3991 -0.6347 -1.6732
H -1.6510 -4.0378 2.7601
H 3.2487 2.4038 -1.7757
H 2.2921 -2.2421 0.3161
H -2.9565 0.2203 2.1026
H 0.8701 -1.7197 3.9538
H 1.1341 2.2943 2.3605
H -1.3490 -0.3010 -3.6048
H -2.7269 -2.9196 0.3882
H 1.0420 -2.8321 -1.2049
```

# 2
Entry from OMol25: a 14-piece molecular cluster, C5H38NO15 overall in a non-equilibrium geometry (the ωB97M-V functional and the def2-TZVPD basis).

## Properties
Multiplicity   2
Energy relative to the best compared isomer or geometry (same formula, charge and spin)   472.4 kJ/mol
Charge   0
DFT total energy   -1396.397365 Eh
Orbital gap (alpha / beta)   10.71 / 5.23 eV

Structure (XYZ):
```
59
C5H38NO15 (the ωB97M-V functional and the def2-TZVPD basis)
O -3.7353 -0.4480 0.6810
O 4.1529 -0.3380 -1.8481
O -0.9065 -0.6721 2.1760
O -2.2523 -2.7039 0.3109
O 2.3305 2.9906 -0.4733
O -2.5414 1.1155 2.4671
O -0.7581 -3.8368 -1.6593
O 1.2416 -3.3873 0.0679
O 0.6198 0.1250 -3.4106
O -0.0248 -2.9488 2.4023
O -3.5974 0.6937 -1.8006
O 0.6830 3.1546 -2.7742
O 3.9386 1.1766 0.5010
O -0.6830 3.1890 2.6980
O 3.7846 -2.2064 1.6503
N -0.4257 2.0052 0.2967
C -1.6389 2.5426 -0.4149
C 0.0801 -0.0531 1.5048
C 0.6148 0.1878 -1.0489
C -0.1431 -0.1629 -2.3438
C -0.3739 0.5212 0.0958
H 0.8544 -0.8812 1.4799
H -2.0940 1.7119 -1.1081
H 2.2812 3.2180 -1.4706
H 2.9144 0.9532 0.4724
H 0.6480 -3.5045 0.8669
H -0.4994 2.2784 1.3027
H -3.1007 0.7714 3.0919
H -3.1007 0.0694 1.0090
H 1.4533 0.9402 -1.1854
H -0.4270 -1.9869 2.4449
H -3.6048 0.0055 -2.3230
H 4.2783 0.5700 -1.5956
H 2.9858 -2.4952 2.2487
H -0.5583 -3.5065 2.9330
H -2.2307 3.0377 0.2427
H 0.4497 0.7789 2.2820
H -0.2655 3.1192 -2.3791
H 1.4008 2.6489 -0.2546
H 2.0876 -3.8955 0.3630
H 1.2400 -0.6423 -0.7969
H 1.5572 -0.1196 -3.3529
H -3.7056 -1.3676 0.8666
H 3.8796 2.0750 0.4208
H -1.0347 0.3214 -2.7877
H -2.0019 -3.5556 0.0364
H 3.4070 -1.3255 1.3998
H -1.4542 -2.2420 0.4986
H -0.4839 -1.3033 -2.2703
H -1.9370 0.2514 2.3565
H 0.0489 -3.6881 -1.0785
H -1.2482 3.2397 -1.2050
H -1.2855 0.0104 -0.2555
H -1.3274 2.4521 2.7821
H 0.0262 2.8475 3.2830
H 4.4255 -0.7956 -1.0873
H -0.7627 -3.6208 -2.5676
H -3.9035 0.4416 -0.9211
H 0.7228 2.2441 -2.8196
```

# 3
Entry from OMol25: a 14-piece molecular cluster, C5H38O14 overall in a non-equilibrium geometry (the ωB97M-V functional and the def2-TZVPD basis).

## Properties
Energy relative to the best compared isomer or geometry (same formula, charge and spin)   235.1 kJ/mol
Charge   0
DFT total energy   -1266.568569 Eh
Orbital gap   9.81 eV

Structure (XYZ):
```
57
C5H38O14 (the ωB97M-V functional and the def2-TZVPD basis)
O 0.7787 -5.0678 0.4041
O 0.6131 -0.2781 0.9568
O -3.3327 1.0308 -1.9033
O 1.5512 2.1368 -2.1819
O 1.7418 4.0842 2.0142
O 4.2832 -1.1138 3.9035
O -2.9219 2.8898 0.4074
O -2.1561 -0.1545 2.2520
O -2.7046 -2.8266 0.9925
O 4.5086 -0.4132 -1.8965
O -1.0926 1.4286 -3.7937
O -1.5629 -1.4986 -3.3041
O -3.7527 -1.8254 -1.2373
O -0.9559 3.4027 -1.4768
C -0.1522 -0.2555 -0.2802
C 3.2351 -0.3748 -1.2769
C 2.9335 -0.9678 4.2315
C 1.1334 -3.5862 0.5135
C 1.3283 2.7329 1.7005
H -0.9930 2.5745 -1.9685
H 0.5988 -3.1088 1.3300
H -2.7496 0.3522 2.8199
H -1.0148 -0.9138 -0.2450
H 0.4971 -0.6166 -1.0685
H -3.5782 0.2231 -1.4621
H 4.5193 0.1746 -2.6544
H -0.0140 3.4454 -1.2381
H 3.1986 0.3709 -0.4748
H -1.9481 1.5761 -3.3736
H 2.1771 -3.6969 0.7668
H -3.3498 -2.4155 -0.5938
H 1.6615 2.0158 2.4427
H 2.4601 -0.2166 -2.0315
H 1.1939 4.4732 2.7076
H -3.4214 1.7358 -1.2456
H 0.7543 1.9490 -2.7045
H -0.0164 -0.1254 1.6801
H -2.1069 3.1897 -0.0596
H -2.0247 -1.3047 -4.1344
H -2.2448 -1.4036 -2.6149
H 2.7771 -0.1948 4.9873
H 3.1269 -1.3571 -0.8197
H 4.4323 -0.5482 3.1389
H 0.2503 2.6896 1.7571
H 1.0107 -3.0697 -0.4352
H -2.6402 -2.0786 1.5898
H 2.4540 -0.7199 3.2863
H -3.3721 -3.3998 1.3661
H -2.1855 0.3502 1.4116
H -0.5171 0.7670 -0.4404
H -3.3443 3.6884 0.7522
H 2.4688 -1.8972 4.5455
H -0.1531 -5.2591 0.2869
H 2.1228 2.5557 -2.8372
H -0.8790 0.5579 -3.4376
H -4.3837 -2.3096 -1.7796
H 1.7579 2.6033 0.7249
```

# 4
Entry from OMol25: a 14-piece molecular cluster, C5H39NO14 overall in a non-equilibrium geometry (the ωB97M-V functional and the def2-TZVPD basis).

## Properties
Energy relative to the best compared isomer or geometry (same formula, charge and spin)   420.5 kJ/mol
Charge   0
DFT total energy   -1321.954027 Eh
Orbital gap   8.73 eV

Structure (XYZ):
```
59
C5H39NO14 (the ωB97M-V functional and the def2-TZVPD basis)
O 3.1374 1.4554 -3.3192
O -4.1326 -1.4262 2.0186
O 1.2683 -2.2976 3.5219
O -4.8076 0.9164 0.1832
O 2.2101 1.1765 1.7173
O -0.2587 1.9697 1.1222
O 2.0429 -0.5609 -4.6655
O -2.0130 0.3725 -0.3459
O -2.6135 3.3630 0.4698
O -3.9834 2.1677 2.5028
O -1.3762 -0.8631 1.9298
O -2.5561 2.3967 -1.9657
O 4.3796 -2.0364 1.6883
O 4.4502 -0.0224 -0.4517
N 2.0144 -2.2092 -0.1257
C -0.1300 0.3461 -2.0252
C 1.8462 -3.5987 0.3410
C 1.1259 -0.1868 -1.2906
C -1.4150 -0.3597 -1.4142
C 1.1581 -1.7322 -1.1732
H 2.9505 -1.8804 -0.1833
H 0.2030 -2.2284 -1.2656
H -3.1684 3.0008 1.1867
H -3.5998 1.4078 2.9598
H 0.8627 0.1995 -0.2978
H 1.6685 -2.4112 2.6529
H 2.6877 -3.7197 1.0237
H -2.0770 -0.5898 -2.2590
H -0.9254 1.7386 0.3871
H -1.7386 3.6247 0.7647
H 4.2152 -1.6267 0.8402
H -2.0191 3.0332 -1.4897
H -2.5513 1.1268 -0.7409
H -4.8852 -0.0315 0.3855
H -3.4832 2.6231 -1.8385
H -4.6744 -2.2070 1.9281
H 3.6570 0.1737 0.0970
H 4.7274 -1.3819 2.3005
H 1.6765 -1.9865 -2.1593
H 1.4374 1.5548 1.2063
H 5.0540 0.7193 -0.3627
H 1.8796 0.2719 -5.1156
H -1.1887 -1.2855 -0.8586
H 2.1279 0.1203 -1.5769
H 2.7547 2.2964 -3.0719
H -4.6028 1.7886 1.8263
H -0.1166 0.1881 -3.0923
H -0.6960 1.4829 1.8422
H -0.5537 -1.2538 2.2494
H -3.8634 0.9835 -0.0207
H -1.2095 -0.2770 1.1721
H 2.1256 -0.2989 -3.7447
H 0.9681 -3.5779 0.9959
H 1.9006 -2.2266 4.2399
H -0.1163 1.4349 -1.8349
H -3.1969 -1.5440 2.2339
H 3.9812 1.1988 -2.9410
H 1.8138 -4.3540 -0.4687
H 1.9372 0.2818 1.9547
```